Density functional theory data (the ωB97M-V functional and the def2-TZVPD basis) for a structure of composition C25H25N7O6ReS3 at a distorted geometry.

```
67
C25H25N7O6ReS3 the ωB97M-V functional and the def2-TZVPD basis
Re 0.88295 -1.32544 0.73818
O 0.62257 -5.59215 -0.52023
C -0.64380 -5.53600 -0.97019
C -1.13667 -6.69791 -1.56706
C -2.41703 -6.73510 -2.07262
C -3.24028 -5.60680 -2.01870
C -2.76435 -4.46084 -1.42868
C -1.47384 -4.40491 -0.88265
C -1.03592 -3.17299 -0.21819
O 0.11628 -3.18049 0.40364
N -1.81565 -2.11452 -0.19547
N -1.15122 -1.16291 0.53207
C -1.77209 -0.24369 1.18707
C -0.98462 0.31204 2.25050
C -1.40868 1.29905 3.13014
C -0.61909 1.61430 4.20927
C 0.57977 0.92918 4.39864
C 0.96718 -0.02309 3.49187
N 0.20602 -0.32795 2.41242
H 0.86982 -4.73438 -0.13682
H -0.48173 -7.55931 -1.61347
H -2.78545 -7.65157 -2.51719
H -4.24047 -5.63585 -2.43100
H -3.38206 -3.57520 -1.36232
H -2.83084 -0.06454 1.05805
H -2.35927 1.78477 2.95370
H -0.92836 2.37538 4.91328
H 1.22251 1.14083 5.24149
H 1.89646 -0.55930 3.58766
C -3.84775 4.80852 -1.41956
C -2.73606 3.80974 -1.20869
C -2.91370 2.46261 -1.50034
C -1.85971 1.55741 -1.40760
C -0.61661 2.01038 -0.98956
C -0.42913 3.34956 -0.64720
C -1.48552 4.23234 -0.74904
S 0.80433 0.96908 -1.07143
O 1.78606 1.67472 -1.85316
O 1.25245 0.75023 0.34691
N 0.28881 -0.40848 -1.50256
C 0.94383 -1.10350 -2.61673
C 1.99060 -2.05244 -2.10586
O 2.70844 -2.64717 -2.87908
O 1.98055 -2.15455 -0.79853
H -4.70421 4.34663 -1.90980
H -3.50323 5.63317 -2.04588
H -4.18401 5.23622 -0.47206
H -3.88476 2.11378 -1.83431
H -1.98592 0.51605 -1.67923
H 0.54665 3.68872 -0.31628
H -1.33673 5.27667 -0.49677
H 1.46068 -0.42290 -3.29081
H 0.22221 -1.71015 -3.16067
S 5.01950 -2.56784 2.54339
C 3.63317 -2.09525 2.01581
N 2.56656 -1.72907 1.59623
C 3.13956 4.54791 0.19263
N 3.03756 3.56616 1.26417
C 3.67946 2.37692 1.28736
N 4.14858 1.92376 0.10264
S 3.92728 1.51122 2.70637
H 2.24558 5.16919 0.18719
H 3.22092 4.06191 -0.77471
H 4.00967 5.19598 0.32131
H 2.82095 3.90669 2.18560
H 3.63425 2.11290 -0.74549
H 4.52754 0.99225 0.15233
```

## Properties
- ⟨S²⟩: 0.77
- 2S+1: 2
- ΔE to the lowest compared entry with this formula, charge and spin: 54.48 kcal per mole

---

Density functional theory data (the ωB97M-V functional and the def2-TZVPD basis) for a structure of composition C43H60BiBrCl2FN3O6PSe.

```
119
C43H60BiBrCl2FN3O6PSe the ωB97M-V functional and the def2-TZVPD basis
Bi 0.91695 -0.98990 -1.20136
C -2.07751 3.01593 4.75755
C -1.58593 3.87769 3.58630
C -0.78836 5.05050 4.15717
C -2.80049 4.44327 2.83651
C -0.75088 3.01717 2.63668
C -1.32976 1.92831 1.99902
C -0.58820 1.12990 1.14715
Se -1.42056 -0.33686 0.21084
C -2.09851 0.70343 -1.24971
C -3.34132 1.29686 -1.11723
C -3.84287 2.11587 -2.11631
C -3.05647 2.27468 -3.25664
C -1.81497 1.67336 -3.43659
C -1.30299 0.87747 -2.38742
O -0.08554 0.35317 -2.51038
C -1.00083 1.88138 -4.71954
C 0.31161 2.61347 -4.39478
C -0.69723 0.52818 -5.38412
C -1.76195 2.72948 -5.74184
C -5.19746 2.79931 -1.92778
C -5.14030 3.70705 -0.69088
C -6.28788 1.73909 -1.72252
C -5.58282 3.65666 -3.13234
C 0.78192 1.34886 0.92611
O 1.53579 0.51579 0.20135
C 1.37619 2.48798 1.51477
C 0.59070 3.27211 2.35734
C 2.83370 2.85913 1.21142
C 3.02763 3.02926 -0.30467
C 3.23395 4.17878 1.87671
C 3.78209 1.77227 1.73611
H -2.69698 3.60924 5.43649
H -1.23178 2.61672 5.32156
H -2.67208 2.17133 4.40566
H -1.42589 5.63224 4.82725
H -0.43395 5.71787 3.36863
H 0.07533 4.70816 4.73094
H -3.38464 5.09646 3.49115
H -3.45829 3.64693 2.48397
H -2.48164 5.02012 1.96592
H -2.37915 1.69346 2.14421
H -3.90831 1.10949 -0.21302
H -3.43440 2.89569 -4.05411
H 0.91558 2.05222 -3.68483
H 0.10225 3.59833 -3.96873
H 0.89325 2.75453 -5.31093
H -0.06403 -0.10049 -4.76344
H -0.18723 0.69635 -6.33755
H -1.62608 -0.01106 -5.58741
H -1.96621 3.73688 -5.37104
H -2.70871 2.26586 -6.02983
H -1.15056 2.82657 -6.64181
H -4.90555 3.13673 0.20952
H -6.10130 4.20609 -0.53575
H -4.36812 4.47024 -0.80959
H -6.08390 1.11904 -0.84856
H -6.34915 1.07914 -2.59015
H -7.26196 2.21598 -1.58006
H -4.85212 4.44751 -3.31439
H -6.54964 4.13060 -2.94577
H -5.67359 3.05670 -4.04035
H 1.05002 4.13492 2.81346
H 2.35266 3.79972 -0.68699
H 2.84166 2.10571 -0.84564
H 4.05504 3.34677 -0.50890
H 2.59709 5.00592 1.55459
H 4.26082 4.41868 1.59211
H 3.19760 4.11792 2.96741
H 3.58593 0.81456 1.25955
H 3.66151 1.66073 2.81835
H 4.81977 2.05712 1.53765
F -1.93379 -2.70115 -0.65002
Cl 3.39041 -2.45055 5.12563
C 3.77800 -1.33688 3.79226
Cl 3.22529 -1.93007 2.23742
H 4.85487 -1.22685 3.75229
H 3.28996 -0.39106 3.99200
O 1.96155 -1.56482 -3.66286
C 2.74844 -0.65962 -3.37687
O 2.74108 -0.02310 -2.26640
H 3.53198 -0.36565 -4.09335
Br 5.21384 -6.29058 1.29081
C 5.64074 -4.72855 0.29486
C 6.98983 -4.39770 0.24642
C 7.39986 -3.24620 -0.40503
C 6.45688 -2.41413 -0.99269
C 5.11688 -2.75136 -0.92509
C 4.68144 -3.91934 -0.29604
C 3.18590 -4.17619 -0.29173
O 2.79513 -5.37176 -0.27028
O 2.45182 -3.16932 -0.31353
H 7.71054 -5.04497 0.72667
H 8.45363 -2.99960 -0.44262
H 6.75981 -1.50209 -1.49061
H 4.36539 -2.10501 -1.35850
C 0.12174 -6.82138 1.17213
N 0.41609 -5.45021 0.65714
C 0.42016 -4.48542 1.81324
N -0.79320 -4.54886 2.57917
C -1.03022 -5.91886 3.01263
N -1.10668 -6.87763 1.91222
C -2.26104 -6.56137 1.03692
P -2.29990 -4.84550 0.21150
C -0.55422 -5.02405 -0.39401
C -1.93733 -4.00076 1.82940
H 0.96080 -7.10283 1.81134
H 0.08269 -7.49287 0.31433
H 1.42830 -5.44114 0.22530
H 0.57185 -3.48980 1.39809
H 1.28041 -4.74638 2.43356
H -1.96524 -5.95427 3.57242
H -0.21175 -6.21712 3.67380
H -3.17004 -6.67217 1.63617
H -2.31115 -7.32604 0.25493
H -0.22215 -4.06978 -0.78859
H -0.51857 -5.76345 -1.19704
H -2.82821 -4.09177 2.45701
H -1.77286 -2.94239 1.63512
```

## Properties
- Charge: -1
- ΔE to the lowest compared entry with this formula, charge and spin: 1.96 kcal per mole

---

Density functional theory data (the ωB97M-V functional and the def2-TZVPD basis) for a cluster of 2 separate species, C19H14F2N3 in total at a distorted geometry.

```
38
C19H14F2N3 the ωB97M-V functional and the def2-TZVPD basis
F 3.43628 -2.86976 -2.97257
C 2.63667 -1.81991 -2.60867
C 3.23634 -0.67047 -2.09342
C 2.41202 0.37850 -1.72167
C 0.98336 0.31508 -1.84853
C 0.23787 1.45120 -1.42912
C -1.15472 1.72768 -1.49345
C -1.59407 3.01778 -1.04358
C -2.92776 3.38927 -1.04665
C -3.86094 2.46315 -1.51473
F -5.18515 2.81050 -1.51577
C -3.51095 1.19830 -1.97557
C -2.16815 0.84492 -1.97042
C 0.44899 -0.89069 -2.38970
C 1.26166 -1.95194 -2.76837
H 4.31632 -0.60416 -1.98857
H 2.84413 1.29569 -1.31879
H 0.84251 2.26252 -1.01530
H -0.83285 3.71344 -0.68809
H -3.24328 4.36928 -0.69820
H -4.26559 0.50112 -2.33434
H -1.90972 -0.14006 -2.33180
H -0.61790 -1.00976 -2.51123
H 0.82731 -2.86122 -3.17947
C 2.41914 -1.46815 3.38251
C 1.88090 -0.76414 2.30554
C 0.48311 -0.62964 2.25431
C -0.31477 -1.19770 3.25914
C 0.20463 -1.90638 4.33809
C 1.59845 -2.03191 4.38366
N -1.60129 -0.87357 2.88154
N -1.60056 -0.15751 1.72638
N -0.34789 -0.00100 1.34089
H 3.50123 -1.59248 3.46316
H 2.46082 -0.31291 1.50426
H -0.47745 -2.32083 5.08016
H 2.06678 -2.57605 5.20754
H -2.48546 -1.08822 3.33082
```

## Properties
- Charge: +1
- ΔE to the lowest compared entry with this formula, charge and spin: 0.00 kcal per mole

---

Density functional theory data (the ωB97M-V functional and the def2-TZVPD basis) for a structure of composition C38H43F4GeN11OScSe at a distorted geometry.

```
100
C38H43F4GeN11OScSe the ωB97M-V functional and the def2-TZVPD basis
Sc -0.34239 -0.21634 0.26694
C -2.47950 -2.16647 -1.43295
N -1.75106 -1.97925 -0.18671
C -2.64198 -2.11894 0.98534
C -3.49441 -0.89881 1.26846
C -2.81730 0.29488 2.00192
N -1.81658 0.99443 1.11916
C -2.34773 1.91384 0.20263
C -2.25692 1.62239 -1.14364
F -1.53610 0.41926 -1.54985
C -2.38350 2.56625 -2.15195
F -2.10924 2.24076 -3.43866
C -2.77999 3.85346 -1.90086
C -3.04019 4.15450 -0.52899
F -3.53268 5.34509 -0.18561
C -2.80747 3.23485 0.47955
F -2.87422 3.68075 1.79944
H -3.08261 -3.10428 -1.48571
H -1.89100 -2.09299 -2.37357
H -3.24671 -1.34347 -1.48887
H -3.33576 -2.94535 0.77577
H -2.07768 -2.33946 1.89154
H -1.08079 -2.77502 -0.04624
H -4.33970 -1.21521 1.90844
H -3.91994 -0.60536 0.33457
H -2.25468 -0.06599 2.84233
H -3.55438 0.99909 2.32460
H -2.78552 4.64422 -2.66768
N 1.41748 -4.58883 2.71523
C 0.40277 -5.52589 2.48248
C -0.50145 -4.94866 1.66234
N 0.03088 -3.70451 1.26415
C 1.12542 -3.48266 2.00787
C 1.87523 -2.20100 1.84610
N 1.43192 -1.08335 1.18216
C 2.45442 -0.14477 1.35912
C 3.47726 -0.64649 2.07730
N 3.07711 -1.96597 2.39663
H 2.21658 -4.81105 3.28153
H 0.35259 -6.54169 2.99215
H -1.40089 -5.33722 1.16035
H 2.35200 0.81535 0.83825
H 4.45642 -0.27011 2.25122
H 3.62031 -2.68583 2.93859
C 2.40609 2.74996 -3.76158
N 1.89259 2.70191 -2.38174
C 2.06627 3.90131 -1.69029
C 1.38003 4.13807 -0.53421
C 0.67309 3.13064 0.10929
N 0.71649 1.85441 -0.50832
C 1.25706 1.67233 -1.73756
O 1.05680 0.44046 -2.16995
N 0.23309 3.17035 1.36985
H 2.26612 3.80710 -4.02976
H 1.82205 2.21853 -4.47786
H 3.46604 2.49085 -3.77052
H 2.77299 4.56968 -2.22144
H 1.40716 5.11296 -0.13419
H -0.00691 4.05312 1.81065
H -0.39243 2.45271 1.63371
C -2.85642 1.41877 5.69188
N -1.66316 2.20055 5.31467
C -1.58943 3.62517 5.50294
C -0.35782 3.99047 5.29753
N 0.39245 2.84944 4.86830
C 1.80152 2.96859 4.47686
C -0.44302 1.77030 4.81758
Se -0.10948 -0.00485 4.25862
H -3.12454 0.65548 4.94573
H -3.68688 2.06544 5.85763
H -2.58846 0.90045 6.62640
H -2.48015 4.22578 5.58735
H 0.09007 4.97257 5.44192
H 2.00206 2.31885 3.62952
H 2.49078 2.61627 5.26308
H 2.05813 4.01905 4.31052
Ge 2.06601 -0.56121 -3.58206
C 0.54526 -0.82737 -4.79038
C -0.66132 -0.15658 -4.68752
C -1.81014 -0.72871 -5.26417
C -1.71902 -1.90480 -5.99377
C -0.54555 -2.54817 -6.12559
C 0.58694 -2.00020 -5.57382
C 2.62492 -2.22885 -2.81543
C 3.82243 -2.04752 -2.08721
C 4.46554 -3.09917 -1.43420
C 3.82490 -4.29032 -1.34900
C 2.52345 -4.41327 -1.81420
C 1.95866 -3.46947 -2.68748
H 3.34337 0.16519 -4.05471
H -0.75287 0.77747 -4.12174
H -2.73831 -0.17260 -5.25308
H -2.56876 -2.31228 -6.49592
H -0.41562 -3.45435 -6.71661
H 1.56726 -2.47391 -5.65313
H 4.24114 -1.06390 -2.03565
H 5.48678 -3.03626 -1.04321
H 4.32419 -5.11871 -0.87451
H 1.99653 -5.38236 -1.67433
H 1.07404 -3.68349 -3.34374
```

## Properties
- Charge: +3
- ΔE to the lowest compared entry with this formula, charge and spin: 25.55 kcal per mole

---

Density functional theory data (the ωB97M-V functional and the def2-TZVPD basis) for the ion C3H10NS with charge +1.

```
15
C3H10NS the ωB97M-V functional and the def2-TZVPD basis
C -0.70556 1.25180 0.84978
C -0.23859 -0.07254 0.30408
C -0.17331 -0.14105 -1.20879
S 0.26764 -1.82829 -1.74777
N 1.16178 -0.37188 0.85007
H -1.71468 1.45449 0.49795
H -0.07138 2.07337 0.50472
H -0.77013 1.25461 1.93504
H -0.84155 -0.89366 0.68388
H -1.12320 0.19438 -1.60476
H 0.61466 0.51098 -1.58677
H -0.86011 -2.13890 -2.39672
H 1.33647 -1.37924 0.80149
H 1.87174 0.12196 0.30659
H 1.24622 -0.03604 1.81121
```

## Properties
- Charge: +1
- SMILES: C[C@H]([NH3+])CS
- ΔE to the lowest compared entry with this formula, charge and spin: 2.62 kcal per mole

---

Density functional theory data (the ωB97M-V functional and the def2-TZVPD basis) for a structure of composition C7H13BaBr2O5P at a distorted geometry.

```
29
C7H13BaBr2O5P the ωB97M-V functional and the def2-TZVPD basis
C 3.56613 0.97872 1.70719
O 2.30708 0.37948 1.40216
C 1.95297 0.56628 0.05349
C 0.47448 0.89893 -0.07670
O -0.32869 -0.06855 0.61631
C -1.58159 0.52067 0.87322
C -2.63054 -0.54454 1.05035
Br -2.52513 -1.69339 2.56592
C -3.61059 -0.69016 0.18270
C -3.83250 0.11420 -1.11158
Br -4.94428 -2.14152 0.56858
P 2.46984 -0.79654 -1.08317
O 1.58155 -0.95650 -2.23780
O 2.70930 -2.13700 -0.26407
O 3.94264 -0.40468 -1.62361
H 3.60043 2.05074 1.46325
H 3.69051 0.90845 2.78732
H 4.38798 0.47564 1.18544
H 2.48763 1.46790 -0.29085
H 0.34966 1.90086 0.35547
H 0.16581 0.89265 -1.12964
H -1.83180 1.29255 0.14164
H -1.49248 1.03729 1.84450
H -3.64093 -0.53007 -2.00112
H -3.21117 1.00072 -1.19431
H -4.87303 0.47124 -1.10465
H 2.29077 -2.83532 -0.79617
H 3.92650 0.52201 -1.91144
Ba -5.40055 -2.68006 -1.97244
```

## Properties
- Energy: -167758.6176 eV
- Charge: +2